{"formula": "C25H45F2N8O8P3", "method": "ωB97M-V with the def2-TZVPD basis set", "elements": ["C", "N", "C", "O", "C", "C", "P", "O", "C", "C", "C", "C", "O", "F", "C", "C", "O", "N", "C", "O", "F", "C", "C", "O", "H", "H", "H", "H", "H", "H", "H", "H", "H", "O", "P", "N", "C", "C", "N", "C", "C", "N", "C", "C", "H", "H", "H", "H", "H", "H", "H", "H", "H", "H", "H", "H", "H", "H", "H", "H", "H", "H", "O", "P", "N", "C", "C", "N", "C", "C", "N", "C", "C", "H", "H", "H", "H", "H", "H", "H", "H", "H", "H", "H", "H", "H", "H", "H", "H", "H", "H"], "xyz": [[0.0269, -0.3750, 3.6962], [0.4231, 1.0393, 3.4734], [0.9881, 1.3846, 2.1760], [2.1193, 1.7153, 2.0302], [-0.2437, 1.2729, 1.2081], [-0.3896, 0.9424, -0.2042], [1.0842, 0.5302, -1.2508], [2.4101, 0.5100, -0.5462], [-1.7847, 0.9473, -0.7411], [-2.9272, 1.2547, 0.1436], [-4.3610, 1.2280, -0.5201], [-4.8998, -0.2552, -0.3817], [-4.9323, -0.8050, 0.6690], [-5.3209, -0.9888, -1.4807], [-2.7620, 1.5850, 1.5828], [-3.9602, 1.9374, 2.5332], [-4.1392, 3.1053, 2.7413], [-4.7815, 0.8537, 3.0661], [-4.9516, 0.9293, 4.4945], [-5.1693, 1.8888, 5.1467], [-4.8952, -0.2906, 5.1650], [-1.4004, 1.5760, 2.1007], [-0.8108, 1.8301, 3.5378], [-1.2176, 2.4936, 4.4384], [-0.2501, -0.9418, 2.7662], [0.7794, -0.9833, 4.2563], [-0.9022, -0.3525, 4.3428], [0.9005, -0.7607, -1.8511], [1.1610, 1.4828, -2.3255], [-1.9048, 0.7039, -1.8262], [-4.3221, 1.4878, -1.6107], [-5.0142, 1.9352, 0.0663], [-5.6946, 0.8446, 2.6049], [3.1104, -1.2043, 4.0178], [4.5620, -1.5723, 4.3562], [4.2381, -1.7283, 6.0283], [4.6789, -0.9869, 7.1859], [3.4880, -2.9149, 6.4148], [5.1441, -0.0368, 3.8104], [5.8319, 0.9846, 4.5837], [4.2967, 0.6563, 2.8215], [6.2052, -2.1173, 4.6151], [7.1410, -1.8784, 5.6940], [6.9185, -2.2621, 3.3339], [5.2612, -1.6248, 7.8652], [3.8266, -0.6050, 7.7597], [5.3066, -0.1325, 6.9529], [4.1308, -3.8048, 6.3768], [2.6394, -3.0776, 5.7446], [3.0775, -2.8374, 7.4238], [5.2894, 1.2561, 5.4934], [5.9451, 1.9090, 4.0163], [6.8629, 0.6966, 4.7985], [3.4870, 1.1938, 3.3029], [3.8772, -0.0383, 2.0954], [4.8798, 1.3733, 2.2336], [7.2324, -0.8367, 5.9957], [8.1494, -2.2012, 5.4238], [6.8857, -2.4795, 6.5712], [7.3034, -1.3039, 2.9738], [6.2497, -2.6690, 2.5714], [7.7570, -2.9600, 3.4136], [-1.6999, -0.6947, -4.8302], [-2.0408, -0.0524, -6.1793], [-2.9171, 1.2309, -5.4619], [-4.3115, 1.6049, -5.4929], [-2.1119, 2.2471, -4.7976], [-2.9553, -1.4388, -6.6757], [-4.3721, -1.5052, -7.0028], [-2.5948, -2.7093, -6.0279], [-2.2547, 0.6694, -7.7556], [-3.3695, 1.3814, -8.3468], [-1.5197, -0.0883, -8.7844], [-4.4458, 2.5901, -5.9595], [-4.7265, 1.6731, -4.4799], [-4.9437, 0.9156, -6.0433], [-1.6209, 2.8923, -5.5374], [-1.3366, 1.7886, -4.1764], [-2.7058, 2.8826, -4.1364], [-5.0030, -1.0851, -6.2152], [-4.7057, -2.5349, -7.1353], [-4.5791, -1.0501, -7.9726], [-3.0733, -2.8128, -5.0470], [-1.5169, -2.8042, -5.9027], [-2.8930, -3.5641, -6.6435], [-4.3365, 0.8979, -8.2222], [-3.2342, 1.5065, -9.4235], [-3.4311, 2.4011, -7.9571], [-2.0811, -0.9645, -9.1203], [-0.5590, -0.4291, -8.3905], [-1.2936, 0.5291, -9.6579]], "atomic_forces_ev_per_a": [[-0.67, -1.11, 0.74], [-0.19, 0.93, 1.13], [-0.65, -1.14, -0.27], [-1.66, 0.48, -0.87], [-1.59, 0.37, -0.26], [-2.50, 0.75, 1.39], [2.21, -0.16, 0.57], [-1.40, 0.07, -0.28], [0.90, 0.52, 2.63], [1.25, -0.06, -0.35], [0.52, -0.92, -0.18], [-0.06, -0.20, 0.79], [-0.09, 0.29, -0.53], [0.65, 1.66, 0.51], [1.81, -1.16, -1.16], [0.78, 0.99, -1.00], [-0.17, -0.87, 0.11], [0.62, -0.18, 0.94], [-0.65, -0.13, 0.97], [0.35, -0.21, -0.33], [0.11, 1.11, -1.77], [-0.39, 0.07, -2.38], [0.03, -0.95, -1.77], [0.01, -0.55, -0.44], [0.29, 0.67, 0.55], [-0.29, 0.89, -0.64], [0.94, -0.09, -0.67], [-0.75, 0.74, 0.05], [-0.79, -0.47, 0.33], [-0.27, 0.23, 1.10], [0.01, 0.05, 1.13], [0.35, -0.88, -0.86], [0.35, -0.32, 0.11], [0.21, -3.89, -2.17], [1.03, 6.63, 4.85], [-0.27, -0.39, 1.18], [0.29, 0.10, 0.06], [0.00, -0.12, -0.52], [-0.34, 0.51, -1.37], [0.84, -0.49, 0.17], [0.25, -0.47, 0.16], [-0.31, -1.54, -3.40], [-0.48, -0.68, 1.25], [0.02, -0.04, -0.14], [0.02, 0.03, 0.07], [-0.08, -0.01, -0.07], [-0.02, -0.03, -0.19], [-0.09, -0.17, 0.13], [0.05, 0.00, -0.03], [0.14, 0.20, -0.03], [0.11, -0.01, 0.09], [-0.24, -0.17, -0.26], [-0.07, -0.03, 0.39], [0.25, -0.17, 0.20], [-0.07, 0.06, 0.19], [0.21, -0.06, 0.25], [-0.18, 0.05, 0.01], [-0.23, -0.12, -0.40], [-0.04, 0.21, 0.06], [0.02, 0.03, -0.03], [0.03, 0.11, -0.02], [-0.12, -0.04, 0.13], [4.14, 1.09, -1.20], [-8.09, -0.69, 1.08], [-0.42, 1.06, 0.56], [-0.16, 0.02, -0.28], [0.40, -0.30, -0.17], [0.50, -1.52, 0.19], [-0.02, 0.53, -0.81], [0.34, -0.04, 0.15], [3.37, -1.54, -0.70], [-0.21, 1.35, 0.69], [0.13, -0.08, -0.07], [-0.08, 0.03, 0.02], [0.05, -0.05, 0.06], [0.14, -0.11, -0.03], [0.06, 0.20, 0.12], [0.03, -0.01, -0.07], [-0.16, -0.12, -0.12], [-0.07, 0.08, -0.09], [0.35, -0.09, 0.13], [-0.19, 0.29, 0.16], [0.10, -0.03, 0.05], [-0.14, 0.13, 0.14], [-0.20, 0.26, -0.15], [0.02, -0.05, 0.18], [0.41, -0.24, 0.11], [-0.17, -0.10, 0.08], [-0.02, -0.03, -0.02], [-0.07, -0.08, -0.02], [-0.02, 0.10, 0.15]], "mulliken_charge": [-0.56, 0.13, 0.15, -0.48, 0.00, -0.10, 0.34, -0.54, -0.73, 0.32, -0.46, 0.60, -0.40, -0.27, 0.64, -0.50, -0.42, -0.03, 0.45, -0.38, -0.25, 0.98, -0.20, -0.53, 0.31, -0.02, 0.40, 0.10, 0.07, 0.52, 0.03, 0.44, 0.33, -0.68, 0.84, 0.27, -1.15, -1.22, 0.29, -1.05, -1.41, -0.14, -0.91, -1.11, 0.42, 0.31, 0.32, 0.30, 0.28, 0.44, 0.27, 0.42, 0.23, 0.60, 0.31, 0.39, 0.30, 0.36, 0.25, 0.35, 0.33, 0.42, -0.71, 0.79, 0.45, -1.01, -1.21, 0.17, -1.00, -1.07, -0.10, -0.89, -1.09, 0.46, 0.09, 0.29, 0.28, 0.24, 0.44, 0.22, 0.42, 0.23, 0.33, 0.30, 0.40, 0.31, 0.36, 0.25, 0.35, 0.32, 0.41], "orbital_gap_ev": 6.40, "lumo_energy_ev": -1.3, "max_force_ev_per_a": 8.28, "total_charge": 0, "smiles": "CN1C(=O)c2c([PH2]=O)cc(CC(=O)F)c(C(=O)NC(=O)F)c2C1=O.CN(C)P(=O)(N(C)C)N(C)C.CN(C)P(=O)(N(C)C)N(C)C", "de_lowest_kj_mol": 506.4}